A molecular structure, C25H42Cl2N2O11P2W at a distorted geometry. Source: OMol25; level of theory: ωB97M-V/def2-TZVPD.

## Properties
Highest occupied orbital energy (alpha / beta), eV: -14.145 / -14.145
Net charge: +2
Gap between HOMO and LUMO (alpha / beta), eV: 7.644 / 7.644
2S+1: 1
Energy above the lowest of the compared OMol25 structures with the same formula, charge and spin, kcal per mole: 37.9

XYZ file:
```
85
Properties=species:S:1:pos:R:3:forces:R:3:mulliken_charge:R:1
H 2.210 -4.738 2.934 0.0 0.0 0.0 0.488
H -1.788 2.905 -3.479 0.1 0.0 0.0 0.509
O -0.410 0.367 -3.509 -0.1 0.2 0.0 -0.520
C -1.610 -3.355 -1.541 -0.2 0.1 0.1 0.533
H 0.583 4.597 0.982 -0.1 -0.1 0.0 0.619
H 1.305 -2.110 -1.419 0.0 0.0 0.0 0.695
C -3.564 -0.654 1.487 0.1 0.2 -0.4 -0.537
H -1.184 4.520 1.034 0.1 0.0 -0.1 0.467
H 1.296 1.034 2.541 0.0 0.0 0.0 -0.042
H -0.173 -2.875 -3.088 0.1 0.0 0.0 0.314
C -3.190 -0.396 2.813 -0.1 -0.1 0.2 1.290
C 2.323 1.393 2.627 -0.1 0.0 0.0 -1.306
C 1.332 -1.617 -0.447 0.0 -0.1 0.1 -0.594
H 3.798 2.397 -1.524 0.0 0.0 0.1 0.146
H 2.158 -2.039 0.126 0.0 -0.1 0.0 0.399
O 0.583 1.099 -0.648 0.1 -0.2 -0.3 1.273
O -3.909 4.420 0.611 0.1 0.0 -0.2 -0.553
C 2.957 1.627 1.275 0.0 0.0 -0.2 1.494
H 0.179 -4.488 -1.084 0.0 0.0 0.0 0.286
C 2.879 0.586 -4.346 0.1 0.1 0.0 -1.631
H 1.996 0.027 -4.634 -0.1 0.0 0.0 0.382
Cl -4.937 -1.975 -0.410 0.0 0.0 0.0 -0.156
H 3.747 -0.069 -4.368 0.1 -0.1 0.0 0.401
O -0.545 -0.485 0.993 -0.3 0.2 0.1 -0.460
H -5.080 -2.692 4.375 0.0 0.0 0.1 0.452
C -3.173 3.647 0.087 0.1 -0.1 0.2 0.413
C -4.646 -2.123 3.567 0.1 0.1 0.0 -0.536
W -1.609 1.051 0.088 0.4 0.9 -0.6 0.743
O -1.746 0.543 -1.725 0.2 0.0 -0.3 -0.401
O -0.245 -3.005 1.416 0.1 0.2 0.0 -0.195
H -0.299 2.731 2.149 -0.1 0.0 0.0 0.220
H 1.164 -5.200 1.595 0.0 0.0 0.0 0.367
C 1.655 -4.359 2.077 0.0 0.0 0.1 -1.370
C -3.725 -1.120 3.858 0.0 0.0 -0.2 -0.845
Cl -2.029 0.869 3.132 -0.2 -0.2 0.2 -0.141
C 1.250 -2.099 3.159 0.1 0.0 0.1 -0.971
C -0.987 1.073 -2.748 -0.1 -0.3 0.2 0.685
H 2.336 2.323 3.195 0.0 0.0 0.0 0.464
O 2.782 0.410 0.458 -0.1 -0.2 0.1 -0.173
H 1.946 -1.616 2.473 0.1 0.1 -0.1 0.154
O -2.678 2.565 0.724 -0.2 0.1 0.0 -0.514
O 2.461 0.076 -2.051 0.0 0.1 -0.1 0.011
C 4.444 1.878 1.372 0.0 0.1 0.0 -1.451
H 1.818 -2.379 4.046 0.0 0.0 0.0 0.560
N -1.342 3.068 -1.402 -0.1 -0.1 0.1 0.066
H 3.043 1.380 -5.075 0.0 0.0 0.0 0.394
C -0.907 -4.597 -1.064 0.0 -0.2 -0.1 -1.315
C -1.252 -2.932 -2.943 0.0 -0.1 0.0 -1.286
H 4.809 1.281 -2.456 0.1 -0.1 0.0 0.352
H -0.309 4.925 -1.292 0.0 -0.1 0.1 0.541
H 1.841 1.842 -2.930 0.1 -0.1 -0.1 -0.929
H 2.379 -3.926 1.388 0.0 0.1 -0.1 0.235
H 2.450 2.431 0.737 0.0 0.0 0.1 -0.221
P 1.746 0.132 -0.678 0.0 0.1 0.0 -1.138
H -2.692 -3.461 -1.431 0.1 0.0 -0.1 0.260
H -3.365 3.179 -1.967 0.1 0.1 0.1 0.496
C 2.728 1.203 -2.978 -0.1 -0.1 0.1 1.920
H 4.181 2.747 -3.207 0.0 0.0 0.0 0.480
H 4.900 2.042 0.400 0.0 0.0 -0.1 0.308
H 4.937 1.034 1.848 0.0 -0.1 0.0 0.362
O -0.193 2.683 1.190 0.0 -0.2 0.1 -0.076
C -5.022 -2.404 2.264 0.1 0.1 -0.2 -0.609
H -5.739 -3.181 2.047 0.0 0.0 0.0 0.498
H -0.054 -3.800 3.251 0.1 0.0 0.0 0.306
H -1.159 -5.398 -1.759 0.0 0.0 0.0 0.548
C -4.480 -1.669 1.219 -0.1 -0.1 0.2 0.684
C -0.255 3.919 -0.858 0.0 0.1 0.0 -0.503
N -2.966 0.093 0.492 -0.1 -0.5 0.6 0.476
H 0.486 -1.382 3.454 -0.1 0.0 0.0 0.183
O -1.339 -2.193 -0.638 -0.1 0.2 0.0 -0.039
C 0.652 -3.341 2.558 -0.2 -0.1 -0.1 0.436
C -0.289 4.026 0.651 0.1 0.1 0.0 -0.946
H -3.439 -0.904 4.876 0.0 0.0 0.1 0.517
H -1.692 -1.970 -3.192 0.0 0.0 0.0 0.168
H 4.621 2.762 1.982 0.0 0.0 0.0 0.422
H 0.689 3.465 -1.159 -0.1 0.0 0.1 0.087
C -1.034 2.586 -2.753 0.1 -0.1 -0.1 -1.132
P -0.250 -1.861 0.383 0.3 0.0 0.0 -0.691
C -2.657 3.727 -1.335 -0.1 0.1 -0.1 -0.586
C 3.952 1.948 -2.504 -0.1 0.0 -0.1 -1.268
H -1.221 -4.899 -0.069 0.0 0.0 0.0 0.288
H 2.896 0.661 3.194 0.0 -0.1 0.0 0.447
H -1.636 -3.678 -3.639 0.0 0.0 0.0 0.537
H -0.069 2.953 -3.107 -0.1 0.0 0.0 0.323
H -2.626 4.768 -1.675 0.0 -0.1 0.1 0.437
```
Positions in Å, forces in eV/Å.